(1)
A structure of composition C13H21CrF9IO3P2, computed with ωB97M-V with the def2-TZVPD basis set.

Each line ends with the Löwdin spin population.
Element x y z (Å)
I  -0.02  -1.94  -2.14  0.0128
Cr  0.00  0.02  -0.53  2.9046
P  2.40  0.00  -0.48  -0.0078
P  -2.40  0.04  -0.48  -0.0077
F  -2.41  -0.08  3.30  0.0001
F  2.41  -0.11  3.30  0.0001
F  -1.10  -2.34  3.13  -0.0001
F  -0.03  -1.72  4.95  -0.0015
F  1.07  -2.35  3.15  -0.0001
F  -1.31  1.80  2.95  0.0000
F  1.26  0.79  4.92  0.0009
F  1.34  1.78  2.96  0.0000
F  -1.24  0.82  4.92  0.0009
O  0.02  1.79  -3.73  0.0033
O  0.00  -0.25  1.67  0.0255
O  0.03  3.14  -0.50  0.0383
C  -0.01  -1.66  3.59  -0.0023
C  0.02  1.99  -0.68  0.0153
C  0.00  -0.19  3.02  0.0029
C  -3.44  0.04  -1.97  -0.0032
C  -3.30  1.19  0.59  -0.0068
C  3.44  -0.03  -1.97  -0.0033
C  -1.24  0.59  3.58  0.0019
C  1.26  0.57  3.58  0.0020
C  0.01  0.99  -4.57  0.0012
C  0.00  0.07  -5.66  0.0001
C  2.60  -1.63  0.27  0.0139
C  3.31  1.14  0.58  -0.0068
C  -2.63  -1.59  0.27  0.0139
H  0.00  0.61  -6.61  0.0001
H  4.49  -0.02  -1.65  -0.0012
H  -3.25  -0.86  -2.58  0.0006
H  2.20  -2.38  -0.43  0.0013
H  0.91  -0.57  -5.57  0.0001
H  -3.21  0.93  -2.57  -0.0001
H  -2.08  -1.71  1.21  0.0001
H  -3.70  -1.74  0.43  0.0022
H  -4.49  0.06  -1.65  -0.0012
H  4.39  1.03  0.37  -0.0016
H  2.99  2.16  0.36  -0.0004
H  2.05  -1.74  1.21  0.0001
H  -3.09  0.97  1.63  -0.0001
H  -0.91  -0.55  -5.57  0.0001
H  3.67  -1.81  0.42  0.0022
H  3.24  -0.92  -2.58  0.0006
H  -2.25  -2.34  -0.43  0.0012
H  3.11  0.92  1.63  -0.0001
H  -2.96  2.21  0.36  -0.0004
H  3.23  0.87  -2.57  -0.0001
H  -4.37  1.10  0.38  -0.0016

## Properties
multiplicity: 4
expectation value of S²: 3.82
electronic energy: -99505.975 eV
gap between HOMO and LUMO (alpha / beta): 6.69 / 7.05 eV
relative energy (zero: lowest compared OMol25 entry of this formula, charge and spin): 5.4 kcal per mole
LUMO (alpha / beta): -8.746 / -8.671 eV
net charge: +2

***

(2)
The molecule C13H21N2O3P, computed with ωB97M-V with the def2-TZVPD basis set.

Each line ends with the Mulliken charge.
Element x y z (Å)
P  -0.64  0.62  0.29  0.4827
O  -2.04  0.64  -0.07  -0.8087
O  0.39  3.95  3.28  -0.3754
O  0.25  0.97  -1.10  -0.5185
N  -0.13  -0.90  0.96  0.3297
N  -0.11  1.78  1.46  0.4823
C  1.07  -2.25  -2.71  -0.5953
C  -0.06  -2.42  -3.40  1.2027
C  1.30  -0.99  -2.05  -0.3282
C  -1.20  2.47  2.08  -0.4080
C  -0.34  -3.70  -4.17  -1.5161
C  -1.05  -1.42  -3.50  -0.7378
C  -0.90  -0.28  -2.70  0.0742
C  -1.09  -2.04  0.78  -0.9524
C  1.57  3.32  2.68  -0.6282
C  1.17  2.58  1.37  -0.5779
C  -0.73  3.04  3.41  -0.7951
C  1.17  -1.02  1.69  -0.7812
C  0.24  -0.07  -1.97  -0.2379
H  -2.08  1.85  2.36  0.3244
H  -0.49  2.24  4.13  0.3232
H  1.91  -1.20  0.87  0.2231
H  -1.72  0.48  -2.61  0.3611
H  -1.01  -2.61  -0.10  0.2999
H  1.95  -3.05  -2.59  0.1140
H  1.15  -1.93  2.32  0.3239
H  -2.08  -1.44  -3.94  0.2558
H  2.33  4.06  2.61  0.3607
H  -1.59  3.39  1.46  0.3036
H  2.23  -0.85  -1.53  0.5754
H  -0.49  -3.52  -5.30  0.2948
H  1.90  2.53  3.40  0.2637
H  1.52  -0.20  2.27  0.2142
H  -2.13  -1.62  0.81  0.2924
H  -0.99  -2.72  1.65  0.3409
H  1.89  1.86  1.11  0.4173
H  0.39  -4.45  -3.93  0.3782
H  1.22  3.38  0.62  0.3336
H  -1.56  3.64  3.80  0.3567
H  -1.23  -4.13  -3.75  0.3322

## Properties
multiplicity: 1
electronic energy: -32233.076 eV
structure (SMILES): Cc1ccc(O[P@@](=O)(N(C)C)N2CCOCC2)cc1
gap between HOMO and LUMO: 9.52 eV
relative energy (zero: lowest compared OMol25 entry of this formula, charge and spin): 40.1 kcal per mole
LUMO: 0.754 eV

***

(3)
A cluster of 2 separate species, C13H21N2OSi in total, computed with ωB97M-V with the def2-TZVPD basis set.

Each line ends with the Mulliken charge.
Element x y z (Å)
Si  2.17  -1.29  1.86  0.0418
O  1.06  1.34  -1.17  -0.2323
N  -0.18  0.11  2.06  0.6534
N  -0.87  0.69  2.79  -0.6722
C  -1.62  1.96  -1.27  -0.7478
C  2.39  1.07  -1.63  -0.6079
C  0.54  -0.63  1.15  0.0359
C  -1.14  0.62  -1.24  0.8253
C  2.84  -2.41  0.53  -1.0041
C  1.97  -2.05  3.57  -1.0293
C  -2.96  2.18  -1.54  -0.6222
C  -2.03  -0.46  -1.43  -0.4280
C  -5.31  1.41  -1.97  -1.3402
C  0.24  0.32  -1.11  -0.3507
C  3.22  0.24  2.05  -1.0070
C  -3.38  -0.21  -1.67  -0.7646
C  -3.85  1.11  -1.71  1.0534
H  -0.06  -1.40  0.55  0.3111
H  0.65  -0.67  -1.40  0.6528
H  2.93  2.02  -1.72  0.2330
H  3.12  0.91  1.18  0.3176
H  2.80  -1.93  -0.45  0.3162
H  2.91  0.39  -0.95  0.1694
H  -3.30  3.21  -1.64  0.2861
H  -4.07  -1.04  -1.86  0.4252
H  -1.65  -1.49  -1.34  0.3326
H  3.89  -2.62  0.77  0.3616
H  -5.47  2.50  -2.02  0.3450
H  2.33  0.61  -2.62  0.3543
H  2.91  0.79  2.95  0.3155
H  -5.97  1.04  -1.17  0.3258
H  -5.64  0.96  -2.91  0.3412
H  1.33  -2.94  3.58  0.3282
H  2.30  -3.36  0.47  0.3351
H  4.28  -0.05  2.17  0.3457
H  -0.90  2.76  -1.07  0.4576
H  1.55  -1.32  4.28  0.3406
H  2.97  -2.34  3.92  0.3019

## Properties
multiplicity: 1
electronic energy: -26718.721 eV
gap between HOMO and LUMO: 7.40 eV
relative energy (zero: lowest compared OMol25 entry of this formula, charge and spin): 0.0 kcal per mole
LUMO: -4.679 eV
net charge: +1

***

(4)
The molecule C13H21N3O2, computed with ωB97M-V with the def2-TZVPD basis set.

Each line ends with the Mulliken charge.
Element x y z (Å)
O  0.37  2.10  0.44  -0.4075
O  -1.66  1.18  0.94  -0.6300
N  -2.24  5.17  -3.21  -0.6138
N  -2.04  4.15  -5.18  -0.0895
N  0.19  -0.11  1.15  -0.1844
C  -0.51  3.96  -1.03  -0.5898
C  -0.53  -1.33  1.53  -0.3987
C  -1.74  3.22  -4.20  -0.5374
C  -1.73  3.28  -1.63  0.0163
C  -0.43  1.10  0.88  0.6192
C  -1.89  3.84  -3.00  0.2113
C  0.55  -3.57  2.07  -0.4586
C  0.48  -2.18  2.21  -0.4579
C  3.18  -6.35  2.41  -1.2009
C  -2.29  5.35  -4.52  -0.3137
C  1.60  -4.39  2.78  -0.5312
C  2.23  -5.35  1.74  -0.3660
C  -0.18  3.45  0.40  -0.6072
H  0.35  3.81  -1.72  0.3080
H  3.90  -5.78  2.98  0.3263
H  -0.90  -1.84  0.64  0.2680
H  -2.68  3.45  -1.06  0.2760
H  -1.06  3.55  1.01  0.3748
H  1.11  -1.70  2.97  0.3459
H  1.45  -5.97  1.26  0.2851
H  -1.59  2.16  -1.71  0.1366
H  -1.97  4.01  -6.19  0.1985
H  2.39  -3.80  3.24  0.3375
H  -2.56  6.31  -5.00  0.3951
H  -1.37  -1.12  2.21  0.2742
H  3.70  -6.98  1.67  0.3365
H  -0.67  5.04  -0.94  0.3143
H  -0.21  -4.03  1.46  0.3784
H  1.11  -4.97  3.56  0.2946
H  1.19  -0.11  1.27  0.3090
H  -1.46  2.16  -4.30  0.3750
H  2.61  -7.00  3.10  0.2989
H  2.72  -4.79  0.95  0.3220
H  0.58  4.10  0.81  0.3847

## Properties
multiplicity: 1
electronic energy: -22386.724 eV
structure (SMILES): CCC/C=C/CNC(=O)OCCCc1c[nH]cn1
gap between HOMO and LUMO: 9.47 eV
relative energy (zero: lowest compared OMol25 entry of this formula, charge and spin): 34.1 kcal per mole
LUMO: 0.911 eV

***

(5)
The molecule C13H21NO2S, computed with ωB97M-V with the def2-TZVPD basis set.

Each line ends with the Mulliken charge.
Element x y z (Å)
S  2.91  0.46  -1.86  -0.0874
O  0.12  -0.34  -1.49  -0.1072
O  -2.90  0.20  0.37  -0.6175
N  -1.18  1.29  2.20  -0.1621
C  2.25  -2.92  -3.96  -0.5806
C  0.17  -2.33  -2.89  -0.6587
C  -1.29  0.03  4.29  -1.3773
C  -0.65  0.37  1.21  -0.8218
C  2.11  -0.95  -2.59  0.1729
C  -1.57  0.43  -0.02  0.0732
C  0.91  -3.18  -3.71  -0.6544
C  -0.78  2.48  4.29  -1.5665
C  0.76  -1.22  -2.32  0.5884
C  -0.60  1.17  3.54  0.5609
C  2.84  -1.80  -3.40  -0.3797
C  -1.18  -0.63  -1.05  -0.9667
C  1.92  1.82  -2.56  -0.5633
H  1.95  1.76  -3.65  0.2676
H  -1.23  -1.63  -0.58  0.5521
H  -0.25  3.29  3.79  0.3995
H  0.44  -4.04  -4.14  0.3650
H  -0.68  -0.64  1.63  0.3162
H  -1.90  -0.60  -1.88  0.4432
H  0.39  0.59  0.91  0.4199
H  2.82  -3.58  -4.58  0.3764
H  -1.07  2.24  1.87  0.1895
H  2.38  2.74  -2.23  0.3501
H  0.90  1.75  -2.20  0.0332
H  -2.98  0.57  1.26  0.3994
H  -0.87  -0.06  5.29  0.4305
H  -0.87  -2.56  -2.71  0.4060
H  -1.48  1.42  -0.49  0.1177
H  -1.16  -0.92  3.77  0.3434
H  0.48  0.95  3.47  0.2079
H  -1.84  2.74  4.34  0.3602
H  -0.40  2.40  5.30  0.4256
H  -2.35  0.24  4.37  0.3099
H  3.88  -1.57  -3.58  0.4346

## Properties
multiplicity: 1
electronic energy: -30241.882 eV
structure (SMILES): CSc1ccccc1OC[C@@H](O)CNC(C)C
gap between HOMO and LUMO: 9.03 eV
relative energy (zero: lowest compared OMol25 entry of this formula, charge and spin): 11.8 kcal per mole
LUMO: 0.732 eV

***

(6)
The molecule C13H21NO3S, computed with ωB97M-V with the def2-TZVPD basis set.

Each line ends with the Mulliken charge.
Element x y z (Å)
S  -2.05  2.96  1.99  1.1354
O  -0.33  0.93  -0.42  -0.1490
O  -2.06  3.18  3.40  -0.6652
O  -2.82  3.82  1.14  -0.6692
N  -0.47  3.11  1.52  -0.2265
C  1.02  -2.45  -0.74  -0.4286
C  -2.56  1.25  1.68  -0.6583
C  0.48  -1.15  1.36  1.1630
C  0.57  -1.29  -0.14  0.7602
C  -0.56  -2.12  1.93  -1.5927
C  0.19  -0.24  -0.98  -0.2652
C  1.84  -1.36  2.02  -1.6329
C  0.73  -1.53  -2.94  0.9551
C  0.55  2.04  -0.49  -0.4607
C  1.11  -2.58  -2.11  -1.1431
C  0.81  -1.67  -4.43  -1.4896
C  -0.14  3.26  0.13  -0.9489
C  0.27  -0.36  -2.36  -0.5292
H  2.19  -2.38  1.87  0.3148
H  -2.18  0.94  0.72  0.0354
H  -3.64  1.25  1.69  0.5061
H  0.20  2.65  2.11  0.2625
H  -0.66  -1.98  3.00  0.4283
H  0.14  -0.13  1.58  -0.2125
H  0.82  2.26  -1.53  0.4505
H  1.79  -2.04  -4.73  0.3660
H  0.07  -2.39  -4.78  0.3114
H  -0.04  0.47  -2.98  0.4179
H  1.77  -1.18  3.09  0.4567
H  1.32  -3.29  -0.11  0.3675
H  1.47  -3.50  -2.54  0.3997
H  1.47  1.81  0.06  0.2612
H  -1.08  3.47  -0.38  0.4056
H  2.58  -0.69  1.60  0.3853
H  0.63  -0.73  -4.93  0.3510
H  -1.53  -1.96  1.46  0.3550
H  -2.17  0.64  2.49  0.2499
H  -0.26  -3.15  1.75  0.3934
H  0.53  4.12  0.00  0.3396

## Properties
multiplicity: 1
electronic energy: -32289.327 eV
structure (SMILES): Cc1ccc(C(C)C)c(OCCNS(C)(=O)=O)c1
gap between HOMO and LUMO: 9.65 eV
relative energy (zero: lowest compared OMol25 entry of this formula, charge and spin): 13.2 kcal per mole
LUMO: 0.613 eV

***

What did the third record say?
A cluster of 2 separate species, C13H21N2OSi in total, computed with ωB97M-V with the def2-TZVPD basis set.

Each line ends with the Mulliken charge.
Element x y z (Å)
Si  2.17  -1.29  1.86  0.0418
O  1.06  1.34  -1.17  -0.2323
N  -0.18  0.11  2.06  0.6534
N  -0.87  0.69  2.79  -0.6722
C  -1.62  1.96  -1.27  -0.7478
C  2.39  1.07  -1.63  -0.6079
C  0.54  -0.63  1.15  0.0359
C  -1.14  0.62  -1.24  0.8253
C  2.84  -2.41  0.53  -1.0041
C  1.97  -2.05  3.57  -1.0293
C  -2.96  2.18  -1.54  -0.6222
C  -2.03  -0.46  -1.43  -0.4280
C  -5.31  1.41  -1.97  -1.3402
C  0.24  0.32  -1.11  -0.3507
C  3.22  0.24  2.05  -1.0070
C  -3.38  -0.21  -1.67  -0.7646
C  -3.85  1.11  -1.71  1.0534
H  -0.06  -1.40  0.55  0.3111
H  0.65  -0.67  -1.40  0.6528
H  2.93  2.02  -1.72  0.2330
H  3.12  0.91  1.18  0.3176
H  2.80  -1.93  -0.45  0.3162
H  2.91  0.39  -0.95  0.1694
H  -3.30  3.21  -1.64  0.2861
H  -4.07  -1.04  -1.86  0.4252
H  -1.65  -1.49  -1.34  0.3326
H  3.89  -2.62  0.77  0.3616
H  -5.47  2.50  -2.02  0.3450
H  2.33  0.61  -2.62  0.3543
H  2.91  0.79  2.95  0.3155
H  -5.97  1.04  -1.17  0.3258
H  -5.64  0.96  -2.91  0.3412
H  1.33  -2.94  3.58  0.3282
H  2.30  -3.36  0.47  0.3351
H  4.28  -0.05  2.17  0.3457
H  -0.90  2.76  -1.07  0.4576
H  1.55  -1.32  4.28  0.3406
H  2.97  -2.34  3.92  0.3019

## Properties
multiplicity: 1
electronic energy: -26718.721 eV
gap between HOMO and LUMO: 7.40 eV
relative energy (zero: lowest compared OMol25 entry of this formula, charge and spin): 0.0 kcal per mole
LUMO: -4.679 eV
net charge: +1

***

- What is the formula in the first record?
  C13H21CrF9IO3P2